{
  "formula": "C18H28Br10N2O4P2S",
  "method": "ωB97M-V/def2-TZVPD",
  "lumo_ev": -0.775,
  "homo_lumo_gap_ha": 0.270,
  "energy_ha": -27934.22743,
  "e_homo_ev": -8.13,
  "species": ["O", "P", "O", "C", "C", "C", "C", "N", "C", "C", "N", "C", "C", "P", "O", "O", "S", "H", "H", "H", "H", "H", "H", "H", "H", "Br", "C", "C", "Br", "H", "H", "H", "H", "Br", "C", "C", "Br", "H", "H", "H", "H", "Br", "C", "C", "Br", "H", "H", "H", "H", "Br", "C", "C", "Br", "H", "H", "H", "H", "Br", "C", "C", "Br", "H", "H", "H", "H"],
  "coordinates": [[5.62066, -1.55352, 2.86375], [5.02202, -0.14720, 2.16045], [5.48631, -0.19761, 0.55593], [3.16722, -0.21615, 2.27967], [2.56162, -1.56354, 2.29115], [1.19090, -1.64996, 2.41272], [0.31404, -0.48563, 2.52196], [-1.01926, -0.74010, 2.60702], [-1.67544, 0.42479, 2.72716], [-1.08800, 1.74612, 2.78936], [0.20837, 1.94000, 2.66483], [0.93902, 0.79705, 2.52273], [2.39811, 0.95653, 2.37571], [3.07052, 2.66948, 2.36940], [2.84045, 3.24859, 3.91517], [4.67086, 2.77943, 2.07497], [2.20205, 3.84753, 1.11243], [6.17542, -1.21215, 3.58000], [5.91500, -1.07020, 0.45190], [3.18741, -2.46398, 2.21070], [0.73977, -2.65640, 2.41251], [-2.77579, 0.37015, 2.82014], [-1.75311, 2.61649, 2.91745], [3.56522, 2.84884, 4.43150], [5.21395, 2.60474, 2.86322], [-4.95603, -1.27290, -1.81571], [-3.56205, 0.05681, -2.10894], [-2.31790, -0.26866, -1.32509], [-2.50488, 0.17200, 0.57811], [-3.98856, 1.02302, -1.85376], [-3.35953, 0.02415, -3.17797], [-1.47766, 0.33626, -1.65920], [-2.04285, -1.31927, -1.37234], [0.17346, 4.02884, 5.56631], [-1.34287, 4.11716, 6.78389], [-2.64860, 4.15705, 6.03465], [-2.98325, 5.92029, 5.27899], [-1.18846, 4.98404, 7.42038], [-1.27753, 3.21201, 7.38603], [-3.48383, 3.97567, 6.70944], [-2.69005, 3.44849, 5.21198], [-7.99209, -1.60940, -5.13643], [-7.33029, -3.35255, -4.57740], [-8.38475, -4.12847, -3.83182], [-8.59023, -3.47356, -2.01016], [-6.43309, -3.17641, -3.98926], [-7.06190, -3.86394, -5.50058], [-8.08952, -5.17126, -3.72621], [-9.36471, -4.07783, -4.29811], [3.73258, -1.61160, -2.07297], [5.08984, -1.74091, -3.45976], [5.86294, -3.02831, -3.35030], [7.15909, -2.95673, -1.89624], [5.71619, -0.85700, -3.37330], [4.54197, -1.70330, -4.40023], [6.45479, -3.19840, -4.24845], [5.23072, -3.89249, -3.16677], [-1.54933, -0.83277, -5.32124], [-0.15691, 0.50199, -5.59432], [1.07170, 0.18574, -4.78367], [0.82578, 0.63688, -2.90725], [-0.59131, 1.46793, -5.35269], [0.06741, 0.46399, -6.65916], [1.91333, 0.79442, -5.11150], [1.35107, -0.86429, -4.82071]]
}